# 1
ORCA calculation (wB97M-V/def2-TZVPD) on C4H4O2 in the gas phase.

Output
E_HOMO = -9.75 eV
Kohn-Sham gap = 10.520 eV
relative energy (zero: lowest compared OMol25 entry of this formula, charge and spin) = 305.8 kJ/mol
SMILES string = COC#CC=O
charge = 0
lowest unoccupied orbital energy = 0.8 eV

Geometry (Å):
C: -1.76 0.25 -0.13
O: -0.85 0.85 -1.10
C: 0.37 0.83 -0.73
O: 1.40 -1.23 0.98
C: 1.51 0.70 -0.31
C: 2.03 -0.58 0.17
H: -2.75 0.47 -0.50
H: -1.60 -0.84 -0.09
H: -1.60 0.68 0.86
H: 2.96 -0.97 -0.28

Here are the Mulliken charges for atoms 1 to 6, given in e:
1. C -0.6203
2. O -0.3810
3. C 0.4996
4. O -0.4729
5. C -0.4124
6. C 0.1713


# 2
ORCA calculation (wB97M-V/def2-TZVPD) on C4H4O2 as an isolated structure in a non-equilibrium geometry.

Output
E_HOMO = -9.56 eV
Kohn-Sham gap = 10.426 eV
relative energy (zero: lowest compared OMol25 entry of this formula, charge and spin) = 346.8 kJ/mol
charge = 0
lowest unoccupied orbital energy = 0.9 eV

Geometry (Å):
O: -1.14 -1.30 -1.22
C: -0.26 -0.58 -0.80
C: 0.85 -0.89 0.10
C: -0.16 0.58 0.91
O: 0.45 1.60 0.24
C: -0.60 0.84 -0.45
H: 1.77 -0.31 0.05
H: 1.07 -1.98 0.16
H: -0.57 0.66 1.92
H: -1.40 1.37 -0.94

Here are the Mulliken charges for atoms 1 to 6, given in e:
1. O -0.5658
2. C 0.5710
3. C -0.7443
4. C -0.2429
5. O -0.3732
6. C -0.0433


# 3
ORCA calculation (wB97M-V/def2-TZVPD) on C4H4O2 as an isolated structure in a non-equilibrium geometry.

Output
E_HOMO = -9.69 eV
Kohn-Sham gap = 9.785 eV
relative energy (zero: lowest compared OMol25 entry of this formula, charge and spin) = 373.7 kJ/mol
charge = 0
lowest unoccupied orbital energy = 0.1 eV

Geometry (Å):
O: 1.61 0.37 1.57
C: 0.36 0.24 0.95
C: 0.34 0.64 -0.48
O: 1.25 1.03 -1.17
C: -0.87 -0.04 -0.98
C: -1.69 -0.86 -1.31
H: 2.31 0.30 0.90
H: -0.39 0.63 1.62
H: -0.44 -0.78 0.51
H: -2.47 -1.53 -1.61

Here are the Mulliken charges for atoms 1 to 6, given in e:
1. O -0.5000
2. C -0.4604
3. C 0.4930
4. O -0.5237
5. C -0.1766
6. C -0.1334


# 4
ORCA calculation (wB97M-V/def2-TZVPD) on C4H4O2S in the gas phase in a non-equilibrium geometry.

Output
E_HOMO (spin up / spin down) = -8.06 / -8.59 eV
Kohn-Sham gap (spin up / spin down) = 7.491 / 7.948 eV
relative energy (zero: lowest compared OMol25 entry of this formula, charge and spin) = 748.8 kJ/mol
charge = 0
lowest unoccupied orbital energy (spin up / spin down) = -0.6 / -0.6 eV

Geometry (Å):
C: -1.31 0.32 0.06
C: -0.53 1.41 -0.04
C: -0.82 -0.95 -0.14
C: 1.57 -0.22 0.27
O: 2.01 -1.28 -0.48
O: 2.72 -0.71 0.63
S: 1.19 1.39 -0.40
H: -2.36 0.60 0.51
H: -0.99 2.45 0.09
H: -1.33 -1.76 0.37
H: -0.16 -1.25 -0.86

Here are the Mulliken charges for atoms 1 to 6, given in e:
1. C 0.1420
2. C -0.2698
3. C -0.9117
4. C 0.3322
5. O -0.2580
6. O -0.2001


# 5
ORCA calculation (wB97M-V/def2-TZVPD) on C4H4O2S in the gas phase in a non-equilibrium geometry.

Output
E_HOMO = -9.65 eV
Kohn-Sham gap = 9.083 eV
relative energy (zero: lowest compared OMol25 entry of this formula, charge and spin) = 278.9 kJ/mol
SMILES string = O=C/C=C\OC=S
charge = 0
lowest unoccupied orbital energy = -0.6 eV

Geometry (Å):
C: -0.97 -1.11 -1.21
C: 0.04 -0.21 0.84
C: 0.93 0.74 1.29
C: 2.26 0.91 0.55
H: -0.42 -1.52 -2.08
H: -0.73 -0.60 1.41
H: 0.79 1.33 2.20
H: 2.52 0.03 -0.20
O: 0.08 -0.76 -0.40
O: 2.88 1.86 1.02
S: -2.46 -0.63 -0.94

Here are the Mulliken charges for atoms 1 to 6, given in e:
1. C 0.0265
2. C -0.2376
3. C -0.3136
4. C 0.1399
5. H 0.3284
6. H 0.5450


# 6
ORCA calculation (wB97M-V/def2-TZVPD) on C4H4O2Tb as an isolated structure in a non-equilibrium geometry.

Output
E_HOMO (spin up / spin down) = -13.96 / -14.03 eV
multiplicity = 8
Kohn-Sham gap (spin up / spin down) = 4.611 / 3.879 eV
relative energy (zero: lowest compared OMol25 entry of this formula, charge and spin) = 640.6 kJ/mol
<S²> = 15.772
charge = +2
lowest unoccupied orbital energy (spin up / spin down) = -9.4 / -10.1 eV

Geometry (Å):
O: -0.32 1.38 3.67
C: -1.41 1.90 3.39
C: -2.02 0.87 2.66
H: -1.78 2.88 3.73
H: -2.68 0.18 3.20
C: -0.79 -0.31 0.84
C: -0.82 -0.45 -0.48
O: -0.31 -0.56 -1.55
Tb: 0.05 -1.18 -4.01
H: 0.16 -0.08 1.34
H: -1.08 -1.51 0.79

Here are the Mulliken charges for atoms 1 to 6, given in e:
1. O -0.4069
2. C 0.1546
3. C -0.2411
4. H 0.3517
5. H 0.2619
6. C -0.5384


# 7
ORCA calculation (wB97M-V/def2-TZVPD) on C4H4O2Tm as an isolated structure in a non-equilibrium geometry.

Output
E_HOMO (spin up / spin down) = -11.30 / -11.16 eV
multiplicity = 3
Kohn-Sham gap (spin up / spin down) = 6.183 / 5.617 eV
relative energy (zero: lowest compared OMol25 entry of this formula, charge and spin) = 0.0 kJ/mol
<S²> = 2.016
charge = +1
lowest unoccupied orbital energy (spin up / spin down) = -5.1 / -5.5 eV

Geometry (Å):
H: 1.94 -2.14 0.44
O: -0.70 1.92 0.04
C: -0.24 0.73 -0.67
C: 0.31 -0.20 0.42
C: 1.23 -1.31 0.03
C: 0.05 -1.80 0.40
O: -0.91 -2.62 0.39
Tm: -0.06 1.46 2.09
H: -1.05 2.61 -0.53
H: 0.53 1.05 -1.39
H: -1.10 0.31 -1.22

Here are the Mulliken charges for atoms 1 to 6, given in e:
1. H 0.3137
2. O -0.3930
3. C -0.0325
4. C -0.5504
5. C -0.6508
6. C 0.5737


# 8
ORCA calculation (wB97M-V/def2-TZVPD) on C4H4O3 in the gas phase.

Output
E_HOMO = -10.14 eV
Kohn-Sham gap = 10.311 eV
relative energy (zero: lowest compared OMol25 entry of this formula, charge and spin) = 217.5 kJ/mol
SMILES string = O=CC1(C=O)CO1
charge = 0
lowest unoccupied orbital energy = 0.2 eV

Geometry (Å):
O: 1.88 -0.69 1.24
C: 1.03 -1.00 0.44
C: 0.04 -0.03 -0.13
C: 0.14 1.40 0.18
O: 0.56 0.90 -1.07
C: -1.28 -0.61 -0.49
O: -1.67 -1.67 -0.08
H: 0.95 -2.03 0.05
H: -0.72 2.07 0.16
H: 0.93 1.64 0.88
H: -1.86 0.03 -1.19

Here are the Mulliken charges for atoms 1 to 6, given in e:
1. O -0.4578
2. C -0.1322
3. C 1.0145
4. C -0.5385
5. O -0.4155
6. C -0.1974


What is the relative energy (zero: lowest compared OMol25 entry of this formula, charge and spin) in the fifth record?
278.9 kJ/mol


What is the formula in the sixth record?
C4H4O2Tb


charge of number 1 (C4H4O2)?
0